# 1
This record from OMol25 describes the molecule C7H12O3. The level of theory is the ωB97M-V functional and the def2-TZVPD basis.

The geometry in ORCA input format:
```
! RIJCOSX wB97M-V def2-TZVPD def2/J DEFGRID3
* xyz 0 1
C 1.684 -1.025 1.114
H 0.966 2.757 0.004
H -2.186 -0.402 -1.923
O -2.419 0.847 0.130
H 1.711 -1.807 1.883
H -1.504 -1.808 1.190
H -0.829 -0.313 1.897
C 0.410 -1.176 0.372
O -1.767 -0.929 -1.230
H 1.146 1.663 -2.163
C -0.935 -0.894 0.985
C 0.203 2.067 0.376
H 1.725 -0.065 1.624
C 0.561 0.842 -1.754
C 0.014 0.891 -0.538
H -0.744 2.598 0.480
O 0.459 -1.955 -0.671
H 0.495 1.761 1.386
C -1.536 0.005 -0.093
H 2.539 -1.144 0.452
H 0.444 -0.023 -2.398
H -0.436 -1.889 -1.125
*
```

As for the energy above the lowest of the compared OMol25 structures with the same formula, charge and spin: 75.60 kcal per mole. The calculation puts the total energy at -13592.7958 eV. For the HOMO energy, the calculation gives -8.06 eV.


# 2
This record from OMol25 describes a cluster of 2 separate species, C2H2S3 in total at a distorted geometry. The level of theory is the ωB97M-V functional and the def2-TZVPD basis.

The geometry in ORCA input format:
```
! RIJCOSX wB97M-V def2-TZVPD def2/J DEFGRID3
* xyz 0 1
S -2.411 0.766 0.860
H 2.340 -0.299 -0.439
C -2.220 -0.575 0.060
H 1.609 0.242 1.067
S 0.869 1.438 -0.847
C 1.688 0.346 -0.059
S -1.874 -1.919 -0.641
*
```

As for the energy above the lowest of the compared OMol25 structures with the same formula, charge and spin: 12.46 kcal per mole. The calculation puts the total energy at -34610.5620 eV. For the HOMO energy, the calculation gives -8.83 eV.


# 3
This record from OMol25 describes a structure of composition C23H15AsClN2O3ReS5 at a distorted geometry. The level of theory is the ωB97M-V functional and the def2-TZVPD basis.

The geometry in ORCA input format:
```
! RIJCOSX wB97M-V def2-TZVPD def2/J DEFGRID3
* xyz 2 1
C 3.243 3.304 -1.624
H -1.767 -1.528 3.542
C 2.727 2.154 -1.015
C 1.427 0.088 0.599
H -2.389 -2.388 -0.031
H 2.821 -1.818 1.742
N -0.817 2.991 -0.844
C -1.631 3.983 -1.169
C 2.440 4.372 -1.920
H -0.108 -3.022 4.604
H 2.211 -3.125 -1.643
C -0.820 -1.677 -1.303
H 0.393 -6.238 0.042
H -1.902 5.947 -1.969
C 0.457 -1.899 -1.805
Re -1.310 1.179 0.005
C 1.816 -1.741 2.129
S -6.321 0.395 1.291
O 1.207 -6.006 0.512
C 1.597 -4.749 0.385
C 0.676 -3.786 -0.320
C 0.909 -0.849 1.541
H 0.529 6.259 -2.427
O -1.375 -0.058 1.546
H 3.412 1.351 -0.797
As -6.923 0.723 -0.872
H 0.863 -1.263 -2.576
S -1.809 -0.273 -1.750
H 4.298 3.345 -1.843
C -0.634 -3.608 0.112
O 2.617 -4.335 0.859
Cl 2.604 -3.553 3.937
S -3.529 1.651 0.344
S -5.147 1.069 -1.859
C 0.159 -2.430 3.744
C 0.522 3.134 -1.076
C 1.052 4.307 -1.673
H -1.061 -4.263 0.856
C 0.154 5.346 -1.988
N 0.749 1.024 0.005
S -4.306 0.022 1.246
H 2.854 5.271 -2.349
C 1.460 -2.520 3.220
C -0.757 -1.591 3.168
C -1.186 5.181 -1.728
C -0.436 -0.796 2.044
C 1.384 2.065 -0.699
H -2.685 3.819 -0.981
C 1.205 -2.945 -1.296
C -1.380 -2.553 -0.375
H 2.504 0.036 0.461
*
```

The calculation puts the total energy at -162871.5749 eV. For the HOMO energy (spin up / spin down), the calculation gives -13.69 / -13.69 eV.


# 4
This record from OMol25 describes a structure of composition C28H37CaClN4P2 at a distorted geometry. The level of theory is the ωB97M-V functional and the def2-TZVPD basis.

The geometry in ORCA input format:
```
! RIJCOSX wB97M-V def2-TZVPD def2/J DEFGRID3
* xyz 0 1
H -0.229 -0.494 -2.647
H 1.829 -1.674 0.001
N 2.077 -2.459 -8.851
C -4.362 -0.394 -9.011
C 1.347 -2.666 -0.027
N -2.137 0.974 -7.563
H -1.899 2.832 -0.156
C -4.144 -2.383 -7.942
H -2.648 1.395 -1.899
N 2.743 -0.205 -7.843
C -1.850 1.720 -6.416
H -2.837 -1.791 0.281
H 0.394 3.599 -0.082
H -1.605 1.200 -5.513
C 4.373 1.176 -8.633
H -0.365 4.657 -1.287
C -2.186 3.174 -8.120
H -6.032 -3.237 -8.697
H 5.024 1.697 -9.330
H -1.708 3.900 -6.045
H 3.114 -3.849 -11.664
H -6.262 -0.842 -9.983
H 2.065 -4.062 -7.421
C -1.670 1.893 -2.005
H 0.841 -0.480 -10.117
H 2.201 -3.361 0.060
H -1.138 -1.906 -9.484
C 3.337 0.327 -8.993
Ca -0.335 -2.933 -1.716
H -2.311 4.074 -8.703
C -1.266 2.750 -1.043
H 2.236 -1.480 -10.791
C -5.464 -1.165 -9.341
H 2.960 -5.575 -9.544
C 2.804 -3.624 -10.651
H -1.613 -2.869 1.103
H 2.503 2.157 -1.212
P -1.947 -0.782 -7.501
H 0.507 3.449 -3.150
H -4.095 0.589 -9.349
C -2.276 1.881 -8.616
C -0.954 1.445 -3.253
H -2.396 1.551 -9.635
C 4.403 1.218 -7.193
C -1.890 3.076 -6.722
H 1.707 4.147 -2.079
H 0.917 -2.695 0.980
C 2.283 -3.783 -8.443
C -5.330 -2.421 -8.658
C 1.466 0.854 -2.529
H -0.663 2.265 -3.948
Cl -0.796 -0.712 0.432
C -1.800 -2.194 0.239
H 5.085 1.812 -6.592
H -3.642 -3.126 -7.338
C 0.984 3.324 -2.174
C 2.732 -4.517 -9.534
P 1.363 -1.277 -7.724
C 2.379 -2.384 -10.212
H 2.952 0.112 -9.973
N -3.547 -1.123 -8.137
H 0.360 0.087 -4.212
H -1.755 0.856 -3.749
H 0.452 0.686 -8.836
H 3.059 0.143 -5.742
H 2.179 0.041 -2.408
C 1.723 2.052 -1.972
C -1.062 -0.847 -9.179
C -0.058 3.623 -1.080
C 0.190 0.411 -3.163
C 0.406 -0.385 -9.101
C 3.391 0.371 -6.742
H -1.598 -0.271 -9.962
*
```

As for the energy above the lowest of the compared OMol25 structures with the same formula, charge and spin: 0.00 kcal per mole. The calculation puts the total energy at -85129.6789 eV. For the HOMO energy, the calculation gives -7.17 eV.


Copy entry 4 word for word.
This record from OMol25 describes a structure of composition C28H37CaClN4P2 at a distorted geometry. The level of theory is the ωB97M-V functional and the def2-TZVPD basis.

The geometry in ORCA input format:
```
! RIJCOSX wB97M-V def2-TZVPD def2/J DEFGRID3
* xyz 0 1
H -0.229 -0.494 -2.647
H 1.829 -1.674 0.001
N 2.077 -2.459 -8.851
C -4.362 -0.394 -9.011
C 1.347 -2.666 -0.027
N -2.137 0.974 -7.563
H -1.899 2.832 -0.156
C -4.144 -2.383 -7.942
H -2.648 1.395 -1.899
N 2.743 -0.205 -7.843
C -1.850 1.720 -6.416
H -2.837 -1.791 0.281
H 0.394 3.599 -0.082
H -1.605 1.200 -5.513
C 4.373 1.176 -8.633
H -0.365 4.657 -1.287
C -2.186 3.174 -8.120
H -6.032 -3.237 -8.697
H 5.024 1.697 -9.330
H -1.708 3.900 -6.045
H 3.114 -3.849 -11.664
H -6.262 -0.842 -9.983
H 2.065 -4.062 -7.421
C -1.670 1.893 -2.005
H 0.841 -0.480 -10.117
H 2.201 -3.361 0.060
H -1.138 -1.906 -9.484
C 3.337 0.327 -8.993
Ca -0.335 -2.933 -1.716
H -2.311 4.074 -8.703
C -1.266 2.750 -1.043
H 2.236 -1.480 -10.791
C -5.464 -1.165 -9.341
H 2.960 -5.575 -9.544
C 2.804 -3.624 -10.651
H -1.613 -2.869 1.103
H 2.503 2.157 -1.212
P -1.947 -0.782 -7.501
H 0.507 3.449 -3.150
H -4.095 0.589 -9.349
C -2.276 1.881 -8.616
C -0.954 1.445 -3.253
H -2.396 1.551 -9.635
C 4.403 1.218 -7.193
C -1.890 3.076 -6.722
H 1.707 4.147 -2.079
H 0.917 -2.695 0.980
C 2.283 -3.783 -8.443
C -5.330 -2.421 -8.658
C 1.466 0.854 -2.529
H -0.663 2.265 -3.948
Cl -0.796 -0.712 0.432
C -1.800 -2.194 0.239
H 5.085 1.812 -6.592
H -3.642 -3.126 -7.338
C 0.984 3.324 -2.174
C 2.732 -4.517 -9.534
P 1.363 -1.277 -7.724
C 2.379 -2.384 -10.212
H 2.952 0.112 -9.973
N -3.547 -1.123 -8.137
H 0.360 0.087 -4.212
H -1.755 0.856 -3.749
H 0.452 0.686 -8.836
H 3.059 0.143 -5.742
H 2.179 0.041 -2.408
C 1.723 2.052 -1.972
C -1.062 -0.847 -9.179
C -0.058 3.623 -1.080
C 0.190 0.411 -3.163
C 0.406 -0.385 -9.101
C 3.391 0.371 -6.742
H -1.598 -0.271 -9.962
*
```

As for the energy above the lowest of the compared OMol25 structures with the same formula, charge and spin: 0.00 kcal per mole. The calculation puts the total energy at -85129.6789 eV. For the HOMO energy, the calculation gives -7.17 eV.